No. 1
The following is a quantum chemistry calculation of a cluster of 2 separate species, C4H8N2O in total, from the OMol25 dataset.

The LUMO energy is 0.9 eV. Its SMILES is C=C(N)O.C1=NC1. The calculation puts the HOMO-LUMO gap at 9.00 eV. Its total energy is -9302.3228 eV. The energy above the lowest of the compared OMol25 structures with the same formula, charge and spin is 392.73 kJ/mol.

Each atom is followed by the atoms it is bonded to, with distances in Å.
CARTESIAN COORDINATES (ANGSTROEM)
1 C -0.393 -1.425 0.817  C2 1.336, H5 1.081, H6 1.083
2 C -1.018 -0.712 -0.124  C1 1.336, N3 1.397, O4 1.368
3 N -1.090 -1.038 -1.481  C2 1.397, H7 1.011, H8 1.010
4 O -1.589 0.510 0.104  C2 1.368, H9 0.969
5 H -0.374 -1.080 1.841  C1 1.081
6 H 0.198 -2.294 0.555  C1 1.083
7 H -1.834 -0.540 -1.951  N3 1.011
8 H -1.136 -2.033 -1.648  N3 1.010
9 H -0.979 1.015 0.663  O4 0.969
10 C 1.059 1.663 0.862  N11 1.256, C12 1.447, H13 1.083
11 N 1.515 0.510 1.066  C10 1.256, C12 1.519
12 C 1.550 1.049 -0.353  C10 1.447, N11 1.519, H14 1.090, H15 1.087
13 H 0.671 2.483 1.452  C10 1.083
14 H 0.876 0.597 -1.082  C12 1.090
15 H 2.543 1.295 -0.720  C12 1.087

No. 2
The following is a quantum chemistry calculation of an isolated molecule of C4H8N2O in a non-equilibrium geometry, from the OMol25 dataset.

The LUMO energy is 0.7 eV. Its SMILES is CN[C@H](C#N)CO. The calculation puts the HOMO-LUMO gap at 10.35 eV. Its total energy is -9304.1294 eV. The energy above the lowest of the compared OMol25 structures with the same formula, charge and spin is 218.42 kJ/mol.

Each atom is followed by the atoms it is bonded to, with distances in Å.
CARTESIAN COORDINATES (ANGSTROEM)
1 C -1.843 0.929 0.514  N2 1.462, H8 1.097, H9 1.092, H10 1.094
2 N -0.441 0.537 0.650  C1 1.462, C3 1.448, H11 1.011
3 C 0.143 -0.123 -0.499  N2 1.448, C4 1.483, C6 1.571, H12 1.094
4 C -0.308 -1.531 -0.618  C3 1.483, N5 1.158
5 N -0.637 -2.641 -0.654  C4 1.158
6 C 1.714 -0.118 -0.508  C3 1.571, O7 1.399, H13 1.091, H14 1.099
7 O 2.296 0.371 0.666  C6 1.399, H15 0.966
8 H -2.380 0.399 -0.282  C1 1.097
9 H -2.387 0.714 1.436  C1 1.092
10 H -1.922 2.003 0.327  C1 1.094
11 H -0.327 -0.035 1.476  N2 1.011
12 H -0.224 0.402 -1.386  C3 1.094
13 H 2.081 0.524 -1.310  C6 1.091
14 H 2.078 -1.130 -0.733  C6 1.099
15 H 2.003 -0.176 1.407  O7 0.966

No. 3
The following is a quantum chemistry calculation of a cluster of 2 separate species, C4H8N2O in total in a non-equilibrium geometry, from the OMol25 dataset.

The LUMO energy is 0.8 eV. Its SMILES is N#CC1(N)CC1.O. The calculation puts the HOMO-LUMO gap at 10.98 eV. Its total energy is -9304.0972 eV. The energy above the lowest of the compared OMol25 structures with the same formula, charge and spin is 221.53 kJ/mol.

Each atom is followed by the atoms it is bonded to, with distances in Å.
CARTESIAN COORDINATES (ANGSTROEM)
1 N -1.426 2.495 -0.318  C2 1.158
2 C -1.072 1.393 -0.328  N1 1.158, C3 1.463
3 C -0.594 0.011 -0.317  C2 1.463, N4 1.432, C5 1.515, C6 1.524
4 N -1.289 -0.818 0.621  C3 1.432, H7 1.011, H8 1.012
5 C -0.096 -0.530 -1.641  C3 1.515, C6 1.488, H9 1.086, H10 1.086
6 C 0.895 -0.140 -0.603  C3 1.524, C5 1.488, H11 1.088, H12 1.086
7 H -1.869 -1.525 0.190  N4 1.011
8 H -0.701 -1.219 1.341  N4 1.012
9 H -0.218 0.090 -2.525  C5 1.086
10 H -0.253 -1.596 -1.781  C5 1.086
11 H 1.464 0.776 -0.748  C6 1.088
12 H 1.423 -0.913 -0.053  C6 1.086
13 O 1.297 0.298 2.217  H14 0.964, H15 0.967
14 H 0.539 0.623 1.717  O13 0.964
15 H 1.900 1.054 2.228  O13 0.967

No. 4
The following is a quantum chemistry calculation of a cluster of 2 separate species, C4H8N2O in total in a non-equilibrium geometry, from the OMol25 dataset.

The LUMO energy is 0.8 eV. Its SMILES is C[C@H]1CN1.N=C=O. The calculation puts the HOMO-LUMO gap at 10.07 eV. Its total energy is -9303.6896 eV. The energy above the lowest of the compared OMol25 structures with the same formula, charge and spin is 260.86 kJ/mol.

Each atom is followed by the atoms it is bonded to, with distances in Å.
CARTESIAN COORDINATES (ANGSTROEM)
1 C 0.484 0.550 1.387  C2 1.509, H5 1.096, H6 1.100, H7 1.094
2 C 0.210 -0.362 0.216  C1 1.509, C3 1.482, N4 1.457, H8 1.079
3 C 1.287 -0.608 -0.772  C2 1.482, N4 1.459, H9 1.090, H10 1.093
4 N 0.787 -1.691 0.068  C2 1.457, C3 1.459, H11 1.009
5 H 1.483 0.360 1.797  C1 1.096
6 H 0.443 1.610 1.095  C1 1.100
7 H -0.253 0.383 2.178  C1 1.094
8 H -0.826 -0.493 -0.060  C2 1.079
9 H 1.101 -0.692 -1.843  C3 1.090
10 H 2.266 -0.195 -0.515  C3 1.093
11 H 1.400 -1.878 0.848  N4 1.009
12 N -2.152 -0.004 -1.291  C13 1.220, H15 0.996
13 C -1.422 0.972 -1.308  N12 1.220, O14 1.165
14 O -0.700 1.886 -1.291  C13 1.165
15 H -3.057 0.033 -1.704  N12 0.996

No. 5
The following is a quantum chemistry calculation of an isolated molecule of C4H8N2O in a non-equilibrium geometry, from the OMol25 dataset.

The LUMO energy is 0.1 eV. The calculation puts the HOMO-LUMO gap at 8.16 eV. Its total energy is -9302.4216 eV. The energy above the lowest of the compared OMol25 structures with the same formula, charge and spin is 383.21 kJ/mol.

Each atom is followed by the atoms it is bonded to, with distances in Å.
CARTESIAN COORDINATES (ANGSTROEM)
1 C -0.061 -1.625 -0.539  C2 1.456, O6 1.326, H10 1.084
2 C -1.300 -0.966 -0.929  C1 1.456, N7 1.492, H11 1.091, H12 1.091
3 C 0.134 2.084 0.857  C5 1.518, H13 1.092, H14 1.093, H15 1.089
4 N 0.915 -0.279 0.773  C5 1.336, H9 1.014
5 C 0.007 0.635 0.423  C3 1.518, N4 1.336, N7 1.320
6 O 0.962 -1.636 -1.382  C1 1.326, H8 0.985
7 N -0.992 0.398 -0.405  C2 1.492, C5 1.320
8 H 1.752 -1.525 -0.803  O6 0.985
9 H 1.735 0.143 1.195  N4 1.014
10 H -0.044 -2.264 0.336  C1 1.084
11 H -1.458 -0.906 -2.007  C2 1.091
12 H -2.181 -1.372 -0.431  C2 1.091
13 H 1.030 2.524 0.413  C3 1.092
14 H 0.239 2.128 1.944  C3 1.093
15 H -0.738 2.661 0.555  C3 1.089

No. 6
The following is a quantum chemistry calculation of a cluster of 2 separate species, C4H8N2O in total in a non-equilibrium geometry, from the OMol25 dataset.

The LUMO energy is 1.0 eV. The calculation puts the HOMO-LUMO gap at 8.78 eV. Its total energy is -9302.0773 eV. The energy above the lowest of the compared OMol25 structures with the same formula, charge and spin is 416.42 kJ/mol.

Each atom is followed by the atoms it is bonded to, with distances in Å.
CARTESIAN COORDINATES (ANGSTROEM)
1 C 1.269 0.172 0.830  C4 1.328, N5 1.405, H8 1.184
2 C -1.758 1.253 -0.902  N6 1.149
3 C -1.570 -1.675 -0.193  O7 1.428, H10 1.090, H11 1.142, H12 1.106
4 C 0.427 -0.590 0.143  C1 1.328, O7 1.374, H13 1.116
5 N 2.067 1.177 0.255  C1 1.405, H9 0.992, H14 1.052
6 N -1.045 2.128 -0.688  C2 1.149, H15 1.003
7 O -0.501 -1.424 0.720  C3 1.428, C4 1.374
8 H 1.165 0.122 2.009  C1 1.184
9 H 2.770 1.419 0.911  N5 0.992
10 H -1.187 -2.269 -1.022  C3 1.090
11 H -2.024 -0.657 -0.439  C3 1.142
12 H -2.235 -2.361 0.364  C3 1.106
13 H 0.336 -0.621 -0.970  C4 1.116
14 H 2.513 0.657 -0.544  N5 1.052
15 H -0.228 2.669 -0.475  N6 1.003

No. 7
The following is a quantum chemistry calculation of an isolated molecule of C4H8N2O in a non-equilibrium geometry, from the OMol25 dataset.

The LUMO energy is 0.6 eV. Its SMILES is CN(C)[C@H](O)C#N. The calculation puts the HOMO-LUMO gap at 10.41 eV. Its total energy is -9302.9788 eV. The energy above the lowest of the compared OMol25 structures with the same formula, charge and spin is 329.44 kJ/mol.

Each atom is followed by the atoms it is bonded to, with distances in Å.
CARTESIAN COORDINATES (ANGSTROEM)
1 C -1.424 -0.072 0.851  N2 1.368, H8 1.155, H9 1.153, H10 1.098
2 N -0.217 -0.417 0.308  C1 1.368, C3 1.426, C4 1.387
3 C -0.382 -0.799 -1.056  N2 1.426, H11 1.109, H12 1.152, H13 1.138
4 C 0.838 0.456 0.528  N2 1.387, O5 1.647, C6 1.453, H14 1.027
5 O 0.754 1.889 -0.279  C4 1.647, H15 0.948
6 C 2.138 -0.107 0.207  C4 1.453, N7 1.144
7 N 3.146 -0.550 -0.104  C6 1.144
8 H -1.935 -0.998 1.313  C1 1.155
9 H -1.231 0.536 1.812  C1 1.153
10 H -2.291 0.390 0.362  C1 1.098
11 H 0.546 -1.090 -1.588  C3 1.109
12 H -1.069 -1.723 -1.027  C3 1.152
13 H -0.754 0.098 -1.650  C3 1.138
14 H 0.981 0.640 1.528  C4 1.027
15 H 0.901 1.747 -1.205  O5 0.948

No. 8
The following is a quantum chemistry calculation of a cluster of 2 separate species, C4H8N2O in total, from the OMol25 dataset.

The LUMO energy is -0.5 eV. The calculation puts the HOMO-LUMO gap at 7.57 eV. Its total energy is -9300.5381 eV. The energy above the lowest of the compared OMol25 structures with the same formula, charge and spin is 564.93 kJ/mol.

Each atom is followed by the atoms it is bonded to, with distances in Å.
CARTESIAN COORDINATES (ANGSTROEM)
1 N -1.434 0.681 0.134  C2 1.314, H8 1.021
2 C -1.563 -0.492 0.712  N1 1.314, O3 1.233, C4 1.581
3 O -2.494 -1.112 1.230  C2 1.233
4 C -0.198 -1.289 0.740  C2 1.581, N5 1.446, H10 1.091, H11 1.092
5 N 0.863 -0.497 0.162  C4 1.446, C6 1.474, C7 1.251
6 C 1.545 0.804 0.287  N5 1.474, C7 1.474, H12 1.089, H13 1.088
7 C 1.460 -0.109 -0.867  N5 1.251, C6 1.474, H15 1.081
8 H -2.353 1.126 0.130  N1 1.021
9 H -0.499 1.189 -1.591  H14 0.765
10 H 0.072 -1.518 1.772  C4 1.091
11 H -0.288 -2.208 0.157  C4 1.092
12 H 0.871 1.658 0.315  C6 1.089
13 H 2.446 0.811 0.898  C6 1.088
14 H -0.036 1.345 -2.180  H9 0.765
15 H 1.607 -0.391 -1.899  C7 1.081